(1)
{"formula": "C32H62NO20", "method": "wB97M-V/def2-TZVPD", "largest_force_ev_per_a": 4.39, "homo_lumo_gap_ha": 0.27073, "e_lumo_ev": -4.477, "spin_multiplicity": 1, "charge": 1, "e_homo_ha": -0.435, "symbols": ["C", "C", "C", "C", "C", "C", "N", "O", "C", "C", "C", "H", "H", "H", "H", "H", "H", "H", "H", "H", "H", "H", "H", "H", "H", "H", "H", "H", "H", "C", "C", "O", "C", "O", "O", "H", "H", "H", "H", "C", "C", "O", "C", "O", "O", "H", "H", "H", "H", "C", "C", "O", "C", "O", "O", "H", "H", "H", "H", "C", "C", "O", "C", "O", "O", "H", "H", "H", "H", "C", "C", "O", "C", "O", "O", "H", "H", "H", "H", "C", "C", "O", "H", "H", "H", "H", "H", "H", "C", "C", "O", "H", "H", "H", "H", "H", "H", "C", "C", "O", "H", "H", "H", "H", "H", "H", "C", "C", "O", "H", "H", "H", "H", "H", "H"], "coordinates": [[0.35111, -1.32987, -2.77359], [0.64236, -1.44023, -1.25397], [1.89630, -0.58453, -0.94045], [1.64425, 0.90012, -1.07864], [0.54983, 1.32950, -0.11928], [-0.78564, 0.60582, -0.24423], [-0.51648, -0.88270, -0.50690], [-1.49284, -1.47775, -0.50036], [-1.70714, 1.24825, -1.28290], [-1.40738, 0.69594, 1.15391], [0.87516, -2.89611, -0.88805], [0.24098, -0.30129, -3.10295], [-0.57495, -1.87744, -2.96079], [1.18161, -1.84960, -3.24370], [2.65179, -0.91309, -1.65844], [2.31355, -0.88522, 0.02454], [1.33438, 1.15936, -2.09771], [2.56639, 1.44149, -0.87297], [0.39047, 2.40225, -0.22477], [1.05143, 1.09421, 0.82342], [-1.88935, 2.26232, -0.93696], [-2.65626, 0.71384, -1.31670], [-1.17642, 1.20664, -2.23396], [-2.43967, 0.33101, 1.10749], [-1.50049, 1.75695, 1.39354], [-0.88840, 0.17294, 1.95138], [0.09223, -3.53381, -1.29688], [0.91628, -3.02339, 0.19360], [1.83618, -3.23207, -1.27677], [-2.80719, 4.17790, -4.07183], [-2.01664, 5.09109, -3.14432], [-0.77391, 4.37869, -3.00907], [-0.65291, 3.44598, -3.97093], [0.28550, 2.77851, -4.26582], [-1.83783, 3.28281, -4.61157], [-3.31478, 4.59055, -4.94453], [-3.58753, 3.59649, -3.57301], [-2.62202, 5.28651, -2.26291], [-1.76468, 6.06385, -3.56523], [3.54215, 0.31215, 4.70937], [2.18841, -0.13548, 4.18259], [2.30812, 0.20006, 2.80076], [3.21376, 1.20359, 2.66467], [3.46680, 1.74493, 1.65214], [3.86093, 1.40261, 3.83682], [4.30967, -0.45812, 4.72213], [3.42773, 0.74990, 5.70035], [1.31094, 0.27916, 4.68286], [2.02323, -1.20762, 4.30377], [-3.15546, -3.93906, 3.64545], [-3.29074, -4.39454, 2.17091], [-2.16392, -3.80431, 1.52825], [-1.55074, -2.95382, 2.37392], [-0.60049, -2.28902, 2.09221], [-2.06773, -3.01611, 3.60646], [-2.91146, -4.76407, 4.30993], [-4.05301, -3.42331, 3.97715], [-4.22217, -4.00179, 1.77093], [-3.23798, -5.47904, 2.14461], [4.83302, 3.97001, -1.96261], [5.89760, 5.03619, -1.79691], [6.07230, 5.07964, -0.38793], [5.01628, 4.49742, 0.21949], [4.89449, 4.31146, 1.38201], [4.13571, 3.99269, -0.70890], [5.24878, 2.95771, -1.98430], [4.16529, 4.11325, -2.80767], [5.49190, 6.00398, -2.09633], [6.78267, 4.75930, -2.36091], [4.28086, -3.12143, -5.98165], [4.99717, -4.49750, -5.88971], [5.00642, -4.70605, -4.48452], [4.17550, -3.85197, -3.86293], [4.03730, -3.77149, -2.68894], [3.51538, -3.13512, -4.79326], [3.71245, -3.02005, -6.89849], [5.06083, -2.35753, -5.93021], [5.96641, -4.52608, -6.37338], [4.33171, -5.21490, -6.37547], [-5.12706, 1.11560, 3.14117], [-4.32350, 0.86198, 4.41040], [-5.14723, 0.78059, 5.57760], [-4.40639, 1.13815, 2.32512], [-5.72798, 2.00554, 3.31051], [-5.78116, 0.24608, 3.04902], [-3.65147, 1.71194, 4.58767], [-3.66475, -0.00518, 4.33828], [-5.17332, 1.65952, 5.96114], [3.33717, -4.56924, 1.99351], [3.23471, -6.00661, 1.50985], [2.16283, -6.12621, 0.56833], [4.14991, -4.49210, 2.72253], [2.48971, -4.40258, 2.66809], [3.31570, -3.79011, 1.23713], [2.93544, -6.57593, 2.39606], [4.14403, -6.48479, 1.14626], [2.52358, -6.43260, -0.26691], [-2.76500, 4.78976, 0.93672], [-1.33639, 4.83681, 1.43490], [-1.25584, 4.18311, 2.70812], [-2.81631, 4.93458, -0.13646], [-3.40766, 5.32691, 1.62643], [-3.01694, 3.72706, 1.07433], [-1.00395, 5.87554, 1.53326], [-0.59877, 4.29609, 0.83106], [-0.35613, 4.24310, 3.04020], [-6.60850, -1.60021, -0.80136], [-5.65697, -0.75047, 0.02240], [-4.61163, -1.43744, 0.73441], [-7.01948, -0.94562, -1.57666], [-7.50069, -1.91630, -0.26355], [-6.07179, -2.37431, -1.35159], [-6.14078, -0.06905, 0.71936], [-5.19998, -0.07561, -0.71892], [-4.35084, -2.00964, 0.00125]], "forces_ev_per_angstrom": [[-1.0, -0.2, 0.9], [2.4, 0.2, 0.1], [0.0, -0.7, -0.4], [-0.3, 0.1, -0.8], [1.4, -0.1, -0.1], [1.8, 1.2, 2.4], [0.5, 2.9, -2.4], [-3.0, -3.2, 0.6], [0.5, -1.3, 0.0], [-1.4, 0.0, -0.3], [-0.3, -0.2, 0.4], [0.2, 0.0, -0.2], [0.0, 0.0, -0.3], [0.0, 0.2, -0.2], [0.0, 0.0, -0.1], [-0.2, 0.3, 0.2], [0.3, -0.1, -0.1], [-0.1, 0.1, 0.1], [-0.1, 0.0, 0.3], [-0.8, 0.4, 0.5], [0.1, 0.1, -0.1], [0.0, 0.0, -0.2], [-0.4, 0.4, -0.3], [0.1, -0.2, 0.1], [0.3, 0.0, 0.1], [0.3, 0.0, -0.2], [0.0, -0.1, 0.1], [-0.1, 0.0, 0.0], [0.0, 0.2, -0.2], [-0.7, -0.6, -0.9], [-0.3, 0.3, -1.2], [0.2, 0.1, 0.8], [-1.2, -0.7, -0.7], [0.6, 0.3, 0.7], [0.3, 0.2, 0.3], [0.2, 0.7, 0.3], [0.3, 0.0, 0.3], [0.8, -0.4, 0.6], [-0.1, 0.0, -0.2], [-0.9, 0.9, 1.0], [0.2, -1.2, 0.3], [-0.8, 0.1, -0.1], [0.7, -0.8, 0.9], [-0.2, 0.5, -0.9], [0.0, -0.3, -0.3], [0.1, 0.0, -0.3], [0.3, -0.2, 0.1], [0.2, 0.8, -0.3], [0.3, -0.1, -0.4], [-0.2, -0.1, -0.5], [-0.3, 0.0, 1.2], [-0.1, 0.3, -0.1], [0.3, -0.6, 0.4], [0.1, 0.3, -0.3], [-0.1, 0.2, 0.0], [0.1, 0.1, 0.1], [0.1, 0.0, 0.2], [0.1, -0.1, -0.4], [0.0, 0.0, -0.5], [-0.1, -0.9, 0.4], [-1.1, 0.1, -0.4], [0.4, -0.1, 0.2], [-0.3, -1.3, -0.1], [0.0, 0.8, 0.1], [0.2, 0.9, 0.0], [0.3, 0.1, -0.5], [-0.1, 0.1, 0.1], [0.3, 0.1, -0.2], [0.3, 0.3, 0.4], [1.8, -0.9, -0.3], [-1.7, 0.7, -0.7], [0.9, -0.4, 0.3], [0.2, -0.4, -0.7], [-0.3, 0.1, 0.3], [-0.7, 1.0, 0.2], [-0.4, 0.1, 0.3], [-0.4, 0.4, 0.1], [0.3, 0.0, 0.5], [0.2, -0.4, 0.2], [0.3, -1.1, 1.2], [0.4, 1.3, 0.5], [0.0, -0.5, -0.3], [-0.4, 0.4, -0.3], [0.1, 0.2, -0.5], [-0.2, 0.2, -0.4], [0.2, -0.1, -0.3], [-0.4, -0.3, 0.1], [-0.1, 0.0, 0.1], [-0.2, -0.3, 1.1], [-0.8, 0.0, 0.4], [0.2, -0.1, -0.1], [0.4, 0.3, -0.5], [-0.3, 0.1, -0.4], [0.4, -0.1, -0.1], [0.1, -0.2, -0.1], [0.1, 0.4, -0.2], [0.0, 0.0, 0.0], [0.9, -2.1, 0.7], [1.0, 0.3, 0.5], [-0.7, 0.0, 0.2], [-0.3, 0.8, 0.1], [-0.2, 0.5, -0.6], [-0.4, 0.1, -0.1], [0.1, 0.0, -0.1], [-0.4, 0.3, -0.7], [0.0, 0.1, -0.1], [-0.5, 0.7, 0.0], [0.2, 1.3, -0.3], [-0.8, -0.3, -1.1], [0.1, 0.0, 0.0], [0.3, -0.7, 0.2], [-0.2, -0.3, 0.3], [-0.3, -0.3, 0.1], [0.3, 0.0, 0.2], [0.8, -0.5, 0.6]]}

(2)
{"formula": "C2H6NO3", "method": "wB97M-V/def2-TZVPD", "largest_force_ev_per_a": 2.77, "homo_lumo_gap_ha": 0.34882, "e_lumo_ev": -3.661, "spin_multiplicity": 1, "charge": 1, "e_homo_ha": -0.483, "symbols": ["C", "C", "N", "O", "O", "O", "H", "H", "H", "H", "H", "H"], "coordinates": [[1.14151, 0.59883, 0.38517], [-1.26420, 0.27902, 0.10808], [1.32448, -0.92429, 0.11146], [1.69238, 1.17485, -0.67165], [-2.47343, 0.69575, 0.39851], [-1.24379, -0.90859, -0.37788], [0.45052, -1.22363, 0.58387], [1.49297, -0.92142, -0.89938], [2.13842, -1.06703, 0.70342], [1.45132, 2.11649, -0.49635], [-2.67345, 1.60462, 0.75619], [-2.03673, -1.42461, -0.60145]], "forces_ev_per_angstrom": [[0.7, 0.7, 0.4], [-0.6, 2.2, 0.6], [-0.1, 2.6, 0.9], [-1.6, 0.2, 1.0], [-0.5, -0.2, -0.2], [0.2, -1.3, -0.6], [0.8, -0.9, -1.2], [-0.3, -1.4, 0.1], [0.3, -0.7, -0.2], [0.8, -0.4, -0.6], [1.2, -1.2, -0.5], [-0.8, 0.3, 0.3]]}

(3)
{"formula": "C7H8N3O", "method": "wB97M-V/def2-TZVPD", "largest_force_ev_per_a": 8.52, "smiles": "CC(=O)c1c[nH][n+]2cc[nH]c12", "homo_lumo_gap_ha": 0.36964, "e_lumo_ev": -3.303, "spin_multiplicity": 1, "charge": 1, "e_homo_ha": -0.491, "symbols": ["C", "C", "O", "C", "C", "N", "N", "C", "C", "N", "C", "H", "H", "H", "H", "H", "H", "H", "H"], "coordinates": [[2.93803, 0.96888, -0.95196], [2.02660, 0.58485, 0.12754], [2.07524, 0.63398, 1.34303], [0.71313, 0.26381, -0.42846], [0.00983, 0.02669, -1.55262], [-1.22711, -0.34082, -1.36959], [-1.57673, -0.39059, -0.10009], [-2.58983, -0.86724, 0.61843], [-2.17533, -0.86741, 1.91748], [-0.93381, -0.31743, 1.99045], [-0.64807, 0.06892, 0.78101], [2.41527, 1.60168, -1.68118], [3.15214, -0.02769, -1.36224], [3.80443, 1.45228, -0.46989], [0.44118, 0.19712, -2.54704], [-1.82778, -0.49892, -2.17915], [-3.56741, -1.15564, 0.38124], [-2.82993, -1.05326, 2.72993], [-0.19984, -0.27920, 2.75312]], "forces_ev_per_angstrom": [[1.4, -0.2, 0.9], [-2.5, 1.1, 0.7], [1.1, -0.1, -0.7], [-4.3, -0.8, 4.0], [3.8, 1.3, -0.2], [-2.2, -0.7, -2.9], [0.4, 1.7, 2.1], [-0.8, -1.2, 2.2], [-1.2, 0.0, -0.1], [1.2, 0.4, 1.7], [5.5, -0.5, -6.5], [0.4, -0.2, 0.2], [0.6, 0.5, -0.5], [-0.1, -0.3, -0.8], [-0.6, -0.4, 0.3], [-0.4, 0.0, 1.0], [-0.9, -0.3, -1.1], [0.0, -0.3, 0.8], [-1.5, 0.0, -1.1]]}

(4)
{"formula": "C21H21AgAsF6N5O5S", "method": "wB97M-V/def2-TZVPD", "largest_force_ev_per_a": 0.46, "homo_lumo_gap_ha": [0.28296, 0.22473], "e_lumo_ev": [2.211, 0.665], "spin_multiplicity": 2, "charge": -1, "e_homo_ha": [-0.202, -0.200], "symbols": ["Ag", "O", "S", "O", "N", "C", "C", "C", "C", "C", "C", "C", "C", "N", "C", "C", "C", "C", "C", "C", "C", "H", "H", "H", "H", "H", "H", "H", "H", "H", "H", "H", "O", "N", "O", "O", "F", "As", "F", "F", "F", "F", "F", "N", "C", "N", "C", "C", "C", "C", "C", "H", "H", "H", "H", "H", "H", "H", "H", "H", "H"], "coordinates": [[0.18036, -0.80387, 0.78002], [2.86426, -0.72703, 3.60110], [1.66889, 0.07651, 3.59338], [1.22522, 0.60427, 4.86245], [0.41965, -0.67715, 2.87446], [-0.35557, -1.58776, 3.56513], [-0.18772, -2.01454, 4.86940], [-1.13245, -2.85848, 5.48202], [-2.25417, -3.29318, 4.83381], [-2.45886, -2.89969, 3.49169], [-3.57749, -3.29123, 2.72221], [-3.70435, -2.88325, 1.42564], [-2.69185, -2.08531, 0.86380], [-1.64347, -1.72103, 1.55499], [-1.50377, -2.08021, 2.86106], [1.89025, 1.42998, 2.48363], [0.88059, 2.38499, 2.39874], [1.03733, 3.45376, 1.53696], [2.20125, 3.56616, 0.78385], [3.20349, 2.61401, 0.88448], [3.05192, 1.52939, 1.73863], [0.66391, -1.67124, 5.43630], [-0.95783, -3.16033, 6.50757], [-2.97763, -3.93476, 5.32058], [-4.33412, -3.91805, 3.18007], [-4.55854, -3.16304, 0.82563], [-2.73813, -1.73336, -0.15868], [-0.02596, 2.26696, 2.97739], [0.23676, 4.17123, 1.42009], [2.31445, 4.39794, 0.09920], [4.09978, 2.70080, 0.28347], [3.80089, 0.75647, 1.82359], [3.30556, -1.93438, -1.41555], [2.44097, -1.89283, -0.54667], [1.74981, -2.85852, -0.23223], [2.23502, -0.76220, 0.04678], [-0.70174, 1.81786, -0.31351], [-2.38260, 2.27096, -0.16001], [-2.45210, 2.41043, -1.90119], [-4.04551, 2.74056, -0.04477], [-1.89316, 3.93285, -0.03337], [-2.27213, 2.09151, 1.55883], [-2.86455, 0.60212, -0.30167], [-0.33155, -0.84346, -1.29378], [0.08417, -0.29597, -2.22530], [0.57180, 0.28942, -3.27793], [1.81787, -0.21215, -3.87547], [1.55715, -0.60553, -5.32264], [0.90278, 0.54469, -6.08993], [-0.37553, 1.02080, -5.39684], [-0.09388, 1.40368, -3.95081], [2.18734, -1.03949, -3.27252], [2.55738, 0.59354, -3.82731], [0.90473, -1.48290, -5.34246], [2.50251, -0.88738, -5.79097], [0.68024, 0.23294, -7.11250], [1.60862, 1.38005, -6.15573], [-1.12390, 0.22339, -5.41645], [-0.79703, 1.88078, -5.92068], [-0.98975, 1.66391, -3.39259], [0.58038, 2.26639, -3.91538]], "forces_ev_per_angstrom": [[0.0, -0.1, 0.3], [0.0, 0.0, -0.1], [0.0, 0.0, 0.1], [0.0, 0.0, 0.0], [0.1, -0.2, 0.0], [-0.2, 0.1, 0.0], [0.1, 0.0, 0.0], [0.0, 0.0, 0.0], [0.0, 0.0, 0.0], [0.0, 0.0, 0.0], [0.0, 0.0, 0.0], [0.0, 0.0, 0.0], [0.0, 0.0, -0.1], [0.0, 0.1, 0.1], [0.0, 0.0, 0.0], [-0.1, 0.1, 0.0], [0.0, -0.1, 0.0], [0.0, 0.0, 0.0], [0.0, 0.0, 0.0], [0.0, 0.0, 0.0], [0.0, 0.0, 0.0], [0.0, 0.0, 0.0], [0.0, 0.0, 0.0], [0.0, 0.0, 0.0], [0.0, 0.0, 0.0], [0.0, 0.0, 0.0], [0.0, 0.0, 0.0], [0.0, 0.0, 0.0], [0.0, 0.0, 0.0], [0.0, 0.0, 0.0], [0.0, 0.0, 0.0], [0.0, 0.0, 0.0], [0.1, -0.1, 0.1], [0.0, 0.1, 0.0], [0.0, 0.0, 0.0], [0.1, 0.1, -0.1], [0.0, -0.1, 0.0], [-0.1, 0.2, 0.0], [0.0, 0.0, 0.0], [0.1, 0.0, 0.0], [0.0, 0.0, 0.0], [0.0, 0.0, 0.0], [0.1, 0.0, 0.0], [-0.2, -0.3, -0.3], [0.0, 0.2, 0.0], [0.2, -0.2, 0.0], [-0.1, 0.0, -0.1], [0.0, 0.1, 0.0], [-0.1, 0.0, 0.0], [0.1, 0.0, 0.0], [0.0, 0.1, 0.0], [0.0, 0.0, 0.0], [0.0, 0.0, 0.0], [0.0, 0.0, 0.0], [0.0, 0.0, 0.0], [0.0, 0.0, 0.0], [0.0, 0.0, 0.0], [0.0, 0.0, 0.0], [0.0, 0.0, 0.0], [0.0, 0.0, 0.0], [0.0, 0.0, 0.0]]}

Calculated energy relative to the best compared isomer or geometry (same formula, charge and spin) (eV), listed in the same order as above: 0.000, 4.708, 3.451, 0.248